{
  "formula": "C4H10NOS",
  "method": "ωB97M-V with the def2-TZVPD basis set",
  "e_above_lowest_ev": 2.729,
  "total_charge": 1,
  "multiplicity": 1,
  "gap_ev": 9.9,
  "largest_force_ha_per_bohr": 0.0704,
  "symbols": ["S", "O", "N", "C", "C", "C", "C", "H", "H", "H", "H", "H", "H", "H", "H", "H", "H"],
  "xyz": [[2.418, 0.467, -0.329], [0.894, -1.567, -0.054], [0.266, 1.804, 0.832], [0.954, -0.291, -0.034], [-0.072, -2.497, 0.433], [-0.798, 0.875, -1.261], [-0.342, 0.561, 0.097], [1.240, 1.714, 0.072], [-1.079, 0.119, 0.789], [-0.900, -0.100, -1.830], [-0.150, 1.531, -1.837], [0.653, -3.213, 0.787], [-0.265, 2.650, 0.626], [-0.816, -3.020, -0.160], [0.320, 1.649, 1.822], [-0.490, -2.032, 1.250], [-1.834, 1.348, -1.202]],
  "atomic_forces_ev_per_a": [[-1.164, -0.240, -0.011], [0.706, -0.126, -1.827], [-1.130, -0.497, -3.357], [0.168, 0.197, -0.367], [1.317, -1.028, 0.551], [-2.760, -0.220, -1.483], [2.113, 0.360, 2.916], [0.226, 0.480, 1.960], [0.210, -0.022, -0.653], [0.001, 1.155, 0.498], [0.234, -0.034, 0.168], [-0.463, -0.812, 0.359], [-0.083, -0.083, 0.190], [0.218, 0.767, -1.045], [0.571, 0.020, 0.452], [-1.435, 0.670, 1.944], [1.270, -0.588, -0.294]]
}